Here is one molecule with the formula C5H11NO2 in a non-equilibrium geometry from the Open Molecules 2025 dataset. Energies are from ωB97M-V/def2-TZVPD.

Last column: Mulliken charge in e.
CARTESIAN COORDINATES (ANGSTROEM)
C: -0.656 1.228 1.424  -1.500
C: 0.030 0.345 0.420  0.375
C: 0.984 -0.558 0.747  -0.199
N: 1.455 -0.816 2.012  -0.512
C: -0.525 0.333 -0.937  0.238
C: 0.374 0.868 -2.036  -1.287
O: -0.555 -1.238 -1.269  -0.276
O: -1.611 -2.120 -0.882  -0.395
H: -0.879 2.198 0.981  0.375
H: -1.589 0.766 1.756  0.268
H: -0.036 1.426 2.296  0.449
H: 1.492 -1.116 -0.026  0.334
H: 1.846 -1.734 2.155  0.238
H: 0.883 -0.489 2.776  0.178
H: -1.525 0.779 -0.978  0.390
H: 1.339 0.369 -2.011  0.332
H: 0.524 1.940 -1.916  0.342
H: -0.080 0.663 -3.004  0.341
H: -1.469 -2.844 -1.507  0.313

Values from the calculation:
LUMO level, eV: 0.96
HOMO energy, eV: -7.574
Structure (SMILES): C/C(=C\N)[C@@H](C)OO
Net charge: 0
HOMO-LUMO gap, eV: 8.536
2S+1: 1
ΔE to the lowest compared entry with this formula, charge and spin, kcal/mol: 112.36

Here is C11H26MnN4O7S as an isolated structure in a non-equilibrium geometry from the Open Molecules 2025 dataset. Energies are from ωB97M-V/def2-TZVPD.

Last column: Mulliken charge in e.
CARTESIAN COORDINATES (ANGSTROEM)
O: 1.117 1.164 -4.483  -0.499
H: 1.720 1.110 -5.247  0.287
Mn: -0.042 0.216 0.051  -0.910
N: -1.587 -0.831 0.538  0.958
N: -1.205 0.715 -1.348  0.956
N: 1.127 -0.526 1.357  0.952
N: 1.558 1.066 -0.438  0.533
O: -1.674 -1.482 1.671  -0.840
O: 0.716 -1.369 2.338  -0.689
O: 1.633 1.996 -1.413  -0.572
O: -0.841 1.603 -2.212  -0.832
C: -2.523 0.357 -1.208  0.229
C: -2.737 -0.556 -0.142  0.326
C: 2.324 0.091 1.514  0.407
C: 2.571 1.026 0.465  0.272
C: -4.031 -1.117 0.313  -1.396
H: -4.220 -0.936 1.382  0.270
H: -4.039 -2.205 0.149  0.291
H: -4.855 -0.680 -0.258  0.383
C: -3.574 1.024 -2.009  -1.504
H: -3.303 0.994 -3.071  0.313
H: -3.675 2.077 -1.703  0.237
H: -4.545 0.535 -1.868  0.432
C: 3.201 -0.120 2.694  -1.586
C: 3.746 1.932 0.420  -1.585
H: 2.997 -1.068 3.205  0.390
H: 3.089 0.692 3.430  0.278
H: 4.250 -0.108 2.380  0.396
H: 3.549 2.775 -0.252  0.394
H: 4.642 1.397 0.062  0.293
H: 3.969 2.319 1.429  0.380
H: -0.338 -1.497 2.112  0.392
H: 0.700 1.968 -1.841  0.489
C: 1.036 -0.171 -3.959  -0.272
H: 0.012 -0.329 -3.621  -0.006
H: 1.730 -0.282 -3.120  0.093
H: 1.275 -0.895 -4.755  0.440
O: 0.656 -2.488 -1.165  -0.589
H: 1.305 -2.630 -0.442  0.281
H: -0.155 -2.900 -0.789  0.289
C: -1.285 1.283 3.551  -0.940
S: -1.715 2.108 2.030  0.524
C: -1.417 3.793 2.524  -1.121
O: -0.502 1.887 1.101  -0.256
H: -1.867 1.777 4.340  0.521
H: -0.208 1.369 3.743  0.228
H: -1.578 0.228 3.483  0.263
H: -0.407 3.867 2.942  0.301
H: -1.520 4.434 1.642  0.365
H: -2.175 4.062 3.263  0.437

Values from the calculation:
LUMO level (alpha / beta), eV: 0.17 / -0.47
HOMO energy (alpha / beta), eV: -5.481 / -7.126
Net charge: 0
HOMO-LUMO gap (alpha / beta), eV: 5.646 / 6.659
2S+1: 6
ΔE to the lowest compared entry with this formula, charge and spin, kcal/mol: 0.00

Here is a 4-piece molecular cluster, C6H21N2O3 overall from the Open Molecules 2025 dataset. Energies are from ωB97M-V/def2-TZVPD.

Last column: Mulliken charge in e.
CARTESIAN COORDINATES (ANGSTROEM)
C: 0.347 -1.359 -0.090  -3.317
C: 0.137 -0.352 1.030  -0.187
C: -0.431 0.873 0.345  0.442
C: -1.741 0.905 0.089  -0.653
N: -2.380 1.783 -0.799  -0.452
C: 0.510 1.958 -0.108  -0.524
C: 1.697 2.204 0.821  -1.409
N: 1.262 -2.500 0.270  -0.371
H: -0.589 -1.784 -0.434  -0.052
H: 0.837 -0.864 -0.934  0.351
H: -0.562 -0.746 1.783  0.670
H: 1.033 -0.136 1.592  0.453
H: -2.412 0.145 0.490  0.368
H: -1.879 2.623 -1.036  0.188
H: -3.359 1.942 -0.618  0.226
H: -0.047 2.890 -0.242  0.357
H: 0.886 1.707 -1.119  0.298
H: 2.402 1.378 0.794  0.316
H: 2.211 3.123 0.527  0.414
H: 1.396 2.356 1.861  0.300
H: 0.879 -3.030 1.076  0.969
H: 1.346 -3.110 -0.562  0.503
H: 2.218 -2.163 0.512  1.072
H: -1.931 -1.048 -3.501  0.254
H: -1.617 -0.156 -2.330  0.303
O: -1.447 -1.043 -2.678  -0.666
H: -0.384 1.325 3.263  0.286
H: 0.231 0.861 4.620  0.289
O: 0.083 0.597 3.708  -0.601
H: 0.744 -3.384 -3.260  0.271
H: -0.074 -2.166 -2.601  0.320
O: 0.634 -2.829 -2.469  -0.415

Values from the calculation:
LUMO level (alpha / beta), eV: 0.34 / 0.29
HOMO energy (alpha / beta), eV: -2.725 / -8.385
Net charge: 0
HOMO-LUMO gap (alpha / beta), eV: 3.069 / 8.676
2S+1: 2

Here is a 15-piece molecular cluster, C27H77B3BrN29O17 overall in a non-equilibrium geometry from the Open Molecules 2025 dataset. Energies are from ωB97M-V/def2-TZVPD.

Last column: Mulliken charge in e.
CARTESIAN COORDINATES (ANGSTROEM)
C: 3.243 -1.241 -0.586  -0.625
C: 3.120 -1.913 -2.077  -0.215
C: 3.501 -0.883 -3.318  0.050
C: 2.773 -1.482 -4.661  -0.860
N: 1.901 -0.497 -5.409  -0.260
B: 0.685 -0.060 -4.608  0.230
O: 0.853 1.112 -3.676  -0.358
B: 0.393 0.692 -2.338  -0.159
C: 0.352 1.610 -0.975  -0.265
C: 1.084 3.071 -1.093  -0.094
C: 0.560 4.018 -2.324  -0.287
Br: 3.096 2.845 -1.033  -0.076
O: -0.071 -0.732 -2.209  0.526
B: -1.118 -0.825 -3.288  0.206
C: -2.663 -1.052 -2.771  0.630
C: -3.683 -2.252 -3.248  -0.552
C: -5.208 -2.351 -2.573  -0.561
C: -5.777 -1.288 -1.447  -0.268
C: -4.775 -0.065 -0.996  -0.530
C: -3.271 0.022 -1.658  -0.173
O: -0.668 -0.679 -4.688  0.299
H: 3.083 -0.082 -0.549  -0.023
H: 4.256 -1.578 -0.103  0.388
H: 2.385 -1.736 0.078  0.082
H: 3.934 -2.782 -2.130  0.414
H: 2.027 -2.380 -2.188  -0.186
H: 4.682 -0.950 -3.472  0.418
H: 3.273 0.242 -3.090  -0.003
H: 3.653 -1.786 -5.406  0.352
H: 2.236 -2.492 -4.374  0.258
H: 2.474 0.339 -5.715  0.265
H: -0.730 1.768 -0.536  0.210
H: 0.942 0.995 -0.140  -0.197
H: 0.815 3.657 -0.087  0.458
H: 1.346 3.874 -3.211  0.184
H: -0.471 3.623 -2.778  -0.319
H: 0.511 5.164 -2.087  0.316
H: -3.312 -3.030 -4.067  0.356
H: -5.917 -3.246 -2.906  0.247
H: -6.831 -1.331 -0.933  0.367
H: -5.064 0.756 -0.181  0.298
H: -2.586 0.917 -1.305  -0.164
C: -0.419 -4.922 -1.363  0.550
O: 0.319 -4.505 -0.483  -0.650
N: -0.646 -6.233 -1.560  -0.399
N: -1.069 -4.107 -2.213  -0.177
H: -1.250 -6.595 -2.279  0.144
H: -0.176 -6.881 -0.942  0.253
H: -0.925 -3.113 -2.098  -0.049
H: -1.680 -4.432 -2.943  0.181
C: 2.061 0.045 3.146  0.538
O: 1.568 0.318 2.063  -0.601
N: 1.663 -1.010 3.880  -0.393
N: 3.045 0.775 3.702  -0.131
H: 2.057 -1.251 4.774  0.174
H: 0.924 -1.585 3.498  0.228
H: 3.373 1.578 3.182  0.011
H: 3.463 0.565 4.593  0.143
C: 4.597 -4.309 2.430  0.721
O: 5.136 -5.327 2.024  -0.720
N: 3.267 -4.115 2.369  -0.273
N: 5.286 -3.289 2.973  -0.241
H: 2.806 -3.284 2.697  0.119
H: 2.712 -4.859 1.966  0.141
H: 6.290 -3.394 3.038  0.161
H: 4.860 -2.443 3.313  0.113
C: -2.960 5.533 -2.961  0.471
O: -2.558 5.020 -1.929  -0.653
N: -2.701 5.020 -4.178  -0.189
N: -3.700 6.657 -2.975  -0.313
H: -3.023 5.427 -5.039  0.216
H: -2.147 4.174 -4.212  0.142
H: -3.918 7.075 -2.081  0.224
H: -4.040 7.094 -3.815  0.158
C: 5.755 2.488 5.072  0.675
O: 4.778 1.946 5.563  -0.756
N: 7.010 2.240 5.488  -0.335
N: 5.665 3.381 4.070  -0.332
H: 7.827 2.677 5.096  0.150
H: 7.122 1.574 6.241  0.206
H: 4.738 3.596 3.726  0.208
H: 6.458 3.838 3.652  0.164
C: 6.903 3.615 -0.619  0.630
O: 6.509 3.524 0.533  -0.642
N: 8.186 3.872 -0.932  -0.405
N: 6.088 3.467 -1.680  -0.228
H: 8.528 3.951 -1.874  0.149
H: 8.832 3.991 -0.162  0.239
H: 5.114 3.272 -1.489  -0.118
H: 6.394 3.539 -2.636  0.165
C: -0.940 -2.321 -8.662  0.572
O: -2.142 -2.466 -8.821  -0.673
N: -0.414 -1.787 -7.545  -0.133
N: -0.034 -2.682 -9.588  -0.367
H: 0.573 -1.659 -7.395  0.112
H: -1.061 -1.502 -6.821  0.106
H: -0.388 -3.088 -10.445  0.219
H: 0.959 -2.570 -9.475  0.166
C: 7.590 -5.557 5.331  0.633
O: 6.694 -4.729 5.365  -0.643
N: 7.736 -6.429 4.317  -0.370
N: 8.511 -5.673 6.304  -0.423
H: 8.467 -7.119 4.271  0.175
H: 7.063 -6.376 3.563  0.230
H: 8.437 -5.035 7.086  0.218
H: 9.256 -6.349 6.294  0.150
C: -6.182 4.987 -4.961  0.508
O: -5.593 6.042 -5.143  -0.685
N: -6.065 4.276 -3.825  -0.303
N: -6.999 4.442 -5.880  -0.342
H: -6.541 3.406 -3.656  0.257
H: -5.459 4.651 -3.107  0.143
H: -7.115 4.946 -6.750  0.209
H: -7.492 3.575 -5.748  0.181
C: -9.261 -0.311 0.713  0.656
O: -8.714 -1.059 -0.082  -0.729
N: -9.752 -0.736 1.891  -0.377
N: -9.421 1.004 0.482  -0.348
H: -10.206 -0.135 2.559  0.141
H: -9.652 -1.720 2.104  0.199
H: -9.065 1.365 -0.394  0.204
H: -9.868 1.636 1.124  0.171
C: 5.317 -8.584 7.580  0.649
O: 6.313 -8.548 8.285  -0.661
N: 5.331 -8.236 6.281  -0.317
N: 4.115 -8.975 8.041  -0.391
H: 4.521 -8.260 5.685  0.164
H: 6.217 -7.936 5.895  0.191
H: 4.060 -9.245 9.014  0.223
H: 3.283 -9.012 7.476  0.161
C: -12.937 1.058 4.135  0.670
O: -11.830 0.942 4.637  -0.644
N: -13.907 1.814 4.679  -0.401
N: -13.285 0.439 2.992  -0.348
H: -14.825 1.921 4.280  0.163
H: -13.686 2.297 5.540  0.224
H: -12.583 -0.140 2.550  0.191
H: -14.191 0.522 2.563  0.170
C: 10.267 4.125 6.823  0.643
O: 9.774 4.398 5.739  -0.627
N: 9.870 3.070 7.557  -0.301
N: 11.251 4.855 7.379  -0.419
H: 10.263 2.829 8.451  0.173
H: 9.131 2.495 7.175  0.164
H: 11.579 5.658 6.858  0.229
H: 11.669 4.645 8.269  0.158
C: -9.996 3.850 -3.855  0.654
O: -9.458 2.831 -4.260  -0.653
N: -11.326 4.043 -3.916  -0.404
N: -9.308 4.869 -3.311  -0.289
H: -11.788 4.874 -3.587  0.155
H: -11.882 3.299 -4.318  0.236
H: -8.304 4.764 -3.246  0.168
H: -9.734 5.715 -2.971  0.168

Values from the calculation:
LUMO level, eV: 0.11
HOMO energy, eV: -8.205
Net charge: 0
HOMO-LUMO gap, eV: 8.320
2S+1: 1